(1)
Here is a 2-piece molecular cluster, C14H16 overall from OMol25. Energies are from ωB97M-V/def2-TZVPD.

highest occupied orbital energy: -8.83 eV
2S+1: 1
gap between HOMO and LUMO: 9.72 eV

Last column: Mulliken charge in e.
Cartesian coordinates (Å):
1 C -1.170 -1.507 -2.891  -1.424
2 C -2.706 0.233 -1.935  -0.545
3 C -1.416 -0.238 -2.117  0.985
4 C -2.969 1.421 -1.258  -0.395
5 C -0.352 0.624 -1.809  -0.492
6 C -1.917 2.252 -0.915  -0.613
7 C -0.618 1.839 -1.221  -0.304
8 H -3.556 -0.384 -2.207  0.270
9 H -3.988 1.717 -1.027  0.358
10 H -2.105 -2.068 -2.973  0.360
11 H -0.466 -2.164 -2.382  0.329
12 H 0.663 0.324 -2.056  0.386
13 H -2.044 3.140 -0.317  0.386
14 H 0.177 2.555 -1.069  0.385
15 H -0.852 -1.328 -3.919  0.313
16 C 3.103 -1.734 1.015  -1.431
17 C 0.237 0.757 2.931  -0.416
18 C 1.304 1.354 2.262  -0.475
19 C -0.026 -0.590 2.719  -0.526
20 C 2.137 0.548 1.502  -0.287
21 C 0.799 -1.380 1.941  -0.348
22 C 1.979 -0.830 1.431  0.671
23 H -0.325 1.349 3.646  0.391
24 H 1.384 2.420 2.139  0.408
25 H -0.959 -0.899 3.185  0.341
26 H 2.940 0.959 0.899  0.330
27 H 0.485 -2.389 1.690  0.329
28 H 3.500 -1.628 -0.005  0.328
29 H 2.817 -2.790 1.069  0.372
30 H 3.944 -1.561 1.670  0.314

***

(2)
Here is a 2-piece molecular cluster, C14H16 overall from OMol25. Energies are from ωB97M-V/def2-TZVPD.

highest occupied orbital energy: -8.98 eV
2S+1: 1
gap between HOMO and LUMO: 9.90 eV

Last column: Mulliken charge in e.
Cartesian coordinates (Å):
1 C 0.121 1.222 2.236  -1.263
2 C 0.461 -0.570 3.980  -0.378
3 C 0.768 -0.052 2.719  0.719
4 C 0.932 -1.809 4.386  -0.466
5 C 1.690 -0.745 1.942  -0.363
6 C 1.755 -2.540 3.541  -0.391
7 C 2.194 -1.970 2.357  -0.483
8 H -0.194 0.018 4.616  0.303
9 H 0.631 -2.142 5.371  0.349
10 H 0.799 1.747 1.563  0.349
11 H -0.200 1.807 3.094  0.408
12 H 1.963 -0.344 0.973  0.325
13 H 2.025 -3.556 3.794  0.364
14 H 3.028 -2.425 1.833  0.356
15 H -0.752 0.960 1.630  0.171
16 C -0.644 2.844 -3.322  -1.276
17 C -1.280 -1.328 -2.570  -0.438
18 C -0.986 -0.873 -3.846  -0.437
19 C -1.462 -0.408 -1.539  -0.440
20 C -1.016 0.479 -4.119  -0.443
21 C -1.239 0.943 -1.788  -0.290
22 C -1.085 1.414 -3.089  0.692
23 H -1.249 -2.377 -2.297  0.357
24 H -0.803 -1.600 -4.627  0.366
25 H -2.011 -0.711 -0.655  0.386
26 H -0.871 0.788 -5.147  0.358
27 H -1.033 1.611 -0.957  0.187
28 H -1.414 3.373 -3.886  0.309
29 H 0.322 2.906 -3.825  0.313
30 H -0.454 3.337 -2.366  0.356

***

Most stable: (1)

***

(1)
Here is a 2-piece molecular cluster, C14H16 overall from OMol25. Energies are from ωB97M-V/def2-TZVPD.

highest occupied orbital energy: -8.70 eV
2S+1: 1
gap between HOMO and LUMO: 9.48 eV

Last column: Mulliken charge in e.
Cartesian coordinates (Å):
1 C -4.448 0.498 -2.526  -1.118
2 C -0.553 -0.540 -3.964  -0.148
3 C -1.135 -1.477 -3.091  -0.669
4 C -1.175 0.616 -4.376  -0.670
5 C -2.401 -1.082 -2.587  -0.017
6 C -2.444 0.954 -3.897  -0.254
7 C -3.146 0.063 -2.945  0.465
8 H 0.473 -0.603 -4.266  0.336
9 H -0.702 -2.474 -2.896  0.358
10 H -0.690 1.398 -4.973  0.308
11 H -2.896 -1.778 -1.837  0.243
12 H -3.062 1.786 -4.185  0.299
13 H -4.249 0.604 -1.432  0.279
14 H -5.164 -0.264 -2.831  0.268
15 H -4.790 1.556 -2.766  0.319
16 C 0.871 1.609 3.167  -1.288
17 C 3.959 -1.338 3.318  -0.250
18 C 2.719 -1.497 4.167  -0.517
19 C 4.166 -0.316 2.434  -0.431
20 C 1.744 -0.585 3.906  -0.270
21 C 3.117 0.595 2.389  -0.107
22 C 1.961 0.581 3.199  0.691
23 H 4.737 -1.983 3.897  0.221
24 H 2.553 -2.393 4.790  0.340
25 H 5.000 -0.374 1.616  0.262
26 H 0.695 -0.712 4.256  0.228
27 H 3.127 1.338 1.520  0.217
28 H -0.188 1.289 3.641  0.245
29 H 0.715 2.174 2.323  0.393
30 H 1.207 2.356 3.950  0.264

***

(2)
Here is a 2-piece molecular cluster, C14H16 overall from OMol25. Energies are from ωB97M-V/def2-TZVPD.

highest occupied orbital energy: -8.68 eV
2S+1: 1
gap between HOMO and LUMO: 9.57 eV

Last column: Mulliken charge in e.
Cartesian coordinates (Å):
1 C 3.347 0.544 -0.585  -1.425
2 C 0.350 0.966 -2.709  -0.480
3 C 1.688 0.885 -2.310  -0.543
4 C -0.503 1.689 -1.906  -0.420
5 C 2.028 1.131 -0.998  0.881
6 C -0.114 2.061 -0.659  -0.279
7 C 1.150 1.752 -0.178  -0.250
8 H 0.119 0.520 -3.725  0.343
9 H 2.430 0.559 -3.064  0.320
10 H -1.574 1.887 -2.175  0.300
11 H -0.897 2.485 -0.008  0.354
12 H 4.368 0.806 -0.820  0.360
13 H 3.629 -0.394 -1.087  0.319
14 H 1.567 1.950 0.899  0.234
15 H 3.141 0.405 0.522  0.279
16 C -1.526 -2.450 -0.478  -1.372
17 C -0.213 -1.675 1.449  -0.526
18 C -1.372 -1.670 0.683  0.996
19 C -0.212 -0.737 2.518  -0.309
20 C -1.290 -0.036 2.992  -0.666
21 C -2.417 -0.732 1.019  -0.556
22 C -2.395 0.140 2.066  -0.462
23 H 0.751 -2.095 1.154  0.382
24 H 0.613 -0.767 3.306  0.257
25 H -1.394 -1.791 -1.382  0.199
26 H -2.570 -2.780 -0.441  0.363
27 H -1.407 0.418 3.924  0.451
28 H -3.264 -0.680 0.352  0.348
29 H -3.011 0.993 2.155  0.467
30 H -1.022 -3.383 -0.516  0.436

***

Most stable: (2)

***

(1)
Here is C14H16 as an isolated structure from OMol25. Energies are from ωB97M-V/def2-TZVPD.

highest occupied orbital energy (alpha / beta): -6.83 / -7.46 eV
2S+1: 1
gap between HOMO and LUMO (alpha / beta): 6.68 / 7.26 eV

Last column: Mulliken charge in e.
Cartesian coordinates (Å):
1 C 0.936 -3.364 1.527  -0.659
2 C 1.521 -2.344 2.250  -0.658
3 C 0.156 -2.978 0.372  -0.456
4 C 1.409 -0.978 1.957  -0.422
5 C 0.072 -1.611 0.070  0.192
6 C 0.723 -0.553 0.861  0.215
7 C -0.671 -1.003 -0.949  0.339
8 C -0.464 0.894 -0.653  -0.283
9 C -1.021 1.855 -2.944  -1.132
10 C -0.646 1.902 -1.638  0.065
11 C 0.344 0.871 0.606  1.984
12 C -1.624 -1.565 -1.893  -1.436
13 C 1.539 1.844 0.697  -1.554
14 C -0.727 1.210 1.673  -1.412
15 H 1.125 -4.385 1.710  0.447
16 H 2.038 -2.601 3.211  0.283
17 H -0.445 -3.757 -0.193  0.256
18 H 2.079 -0.384 2.651  0.200
19 H -1.127 2.702 -3.509  0.346
20 H -0.882 1.025 -3.563  0.342
21 H -0.494 2.996 -1.193  0.135
22 H -1.078 -1.911 -2.785  0.308
23 H -2.378 -0.854 -2.172  0.380
24 H -2.206 -2.562 -1.510  0.331
25 H 1.216 2.854 0.921  0.416
26 H 2.091 1.931 -0.286  0.365
27 H 2.367 1.628 1.450  0.271
28 H -0.314 0.962 2.674  0.378
29 H -1.661 0.581 1.313  0.333
30 H -1.004 2.227 1.611  0.426

***

(2)
Here is a 2-piece molecular cluster, C14H16 overall from OMol25. Energies are from ωB97M-V/def2-TZVPD.

highest occupied orbital energy: -8.50 eV
2S+1: 1
gap between HOMO and LUMO: 9.43 eV

Last column: Mulliken charge in e.
Cartesian coordinates (Å):
1 C 2.141 -1.753 -2.233  -1.256
2 C 0.373 -0.837 -3.631  -0.437
3 C 1.066 -0.783 -2.323  0.710
4 C -0.703 -0.038 -3.976  -0.731
5 C -1.187 0.851 -2.899  -0.622
6 C 0.559 0.116 -1.399  -0.035
7 C -0.585 0.827 -1.647  -0.194
8 H 0.686 -1.690 -4.206  0.298
9 H -1.154 -0.090 -4.871  0.519
10 H 1.689 -2.784 -2.519  0.288
11 H 2.582 -1.609 -1.219  0.354
12 H -1.799 1.532 -3.265  0.512
13 H 1.234 0.207 -0.485  0.121
14 H -0.897 1.497 -0.748  0.146
15 H 2.787 -1.547 -3.100  0.332
16 C -2.536 -0.191 2.284  -1.161
17 C 1.098 -0.497 2.857  -0.766
18 C -0.237 -0.776 2.795  -0.589
19 C 1.504 0.833 2.809  -0.284
20 C -1.136 0.293 2.375  0.823
21 C 0.667 1.891 2.604  -0.373
22 C -0.659 1.611 2.270  -0.349
23 H 1.654 -1.352 2.745  0.458
24 H -0.812 -1.568 3.130  0.407
25 H 2.515 1.131 3.184  0.292
26 H 1.036 2.958 2.631  0.307
27 H -2.754 -0.257 1.186  0.234
28 H -3.182 0.618 2.884  0.253
29 H -1.205 2.517 1.969  0.341
30 H -2.744 -1.109 2.797  0.404

***

(3)
Here is a 2-piece molecular cluster, C14H16 overall from OMol25. Energies are from ωB97M-V/def2-TZVPD.

highest occupied orbital energy: -8.91 eV
2S+1: 1
gap between HOMO and LUMO: 9.88 eV

Last column: Mulliken charge in e.
Cartesian coordinates (Å):
1 C 1.562 -2.336 -3.259  -1.407
2 C -0.172 -1.552 0.036  -0.123
3 C -1.478 -1.904 -0.254  -0.619
4 C 0.812 -1.649 -0.930  -0.592
5 C 0.514 -2.075 -2.221  0.812
6 C -1.799 -2.312 -1.540  -0.377
7 C -0.803 -2.428 -2.501  -0.529
8 H 0.105 -1.209 1.019  0.363
9 H -2.282 -1.895 0.474  0.382
10 H 1.834 -1.367 -0.696  0.341
11 H -2.819 -2.570 -1.804  0.374
12 H 2.467 -1.731 -3.181  0.374
13 H 1.189 -2.209 -4.276  0.352
14 H -1.061 -2.752 -3.500  0.333
15 H 1.921 -3.367 -3.158  0.284
16 C -2.120 1.955 2.340  -1.424
17 C 1.019 3.052 0.520  -0.585
18 C 1.930 2.081 0.937  -0.436
19 C -0.277 3.012 1.007  -0.409
20 C -0.693 1.997 1.858  0.894
21 C 1.547 1.114 1.850  -0.493
22 C 0.224 1.029 2.256  -0.382
23 H 1.343 3.771 -0.217  0.397
24 H 2.961 2.199 0.614  0.384
25 H -0.973 3.796 0.716  0.351
26 H 2.284 0.385 2.161  0.375
27 H -2.759 1.574 1.528  0.277
28 H -2.489 2.962 2.551  0.400
29 H -0.081 0.193 2.872  0.323
30 H -2.271 1.289 3.191  0.360

***

Most stable: (3)

***

(1)
Here is an isolated molecule of C3H2F4 from OMol25. Energies are from ωB97M-V/def2-TZVPD.

highest occupied orbital energy: -10.87 eV
2S+1: 1
gap between HOMO and LUMO: 11.74 eV

Last column: Mulliken charge in e.
Cartesian coordinates (Å):
1 C -0.271 -0.627 -1.359  -0.800
2 C 0.028 0.287 -0.464  0.349
3 C 0.076 0.235 1.148  0.790
4 F 0.759 1.368 -0.854  -0.235
5 F 0.891 1.165 1.705  -0.237
6 F 0.431 -0.882 1.716  -0.231
7 F -1.185 0.427 1.541  -0.231
8 H -0.144 -0.366 -2.367  0.323
9 H -0.586 -1.607 -1.066  0.273

***

(2)
Here is an isolated molecule of C3H2F4 from OMol25. Energies are from ωB97M-V/def2-TZVPD.

highest occupied orbital energy (alpha / beta): -8.96 / -9.14 eV
2S+1: 1
gap between HOMO and LUMO (alpha / beta): 8.92 / 9.44 eV

Last column: Mulliken charge in e.
Cartesian coordinates (Å):
1 C -1.461 0.805 0.153  -0.178
2 C -0.223 -0.559 -0.088  0.154
3 C 1.222 -0.311 -0.087  0.330
4 F -2.718 0.475 0.148  -0.180
5 F -0.722 -1.774 -0.240  -0.226
6 F 1.690 0.022 1.151  -0.239
7 F 1.561 0.734 -0.882  -0.239
8 H -1.126 1.810 0.272  0.385
9 H 1.777 -1.202 -0.427  0.193

***

Most stable: (1)